Entry 1:
DFT (ωB97M-V with the def2-TZVPD basis set) results for a 26-piece molecular cluster, C48H116O26 overall.

Properties
largest force on an atom: 3.6 eV/A
electronic energy: -104893.3266 eV
frontier orbital gap: 9.4658 eV
HOMO: -9.18 eV

Last column: Mulliken charge in e.
Element x y z (Å)
C 12.142 12.971 11.732  -0.76
C 12.187 11.785 10.747  0.64
O 11.223 11.389 10.161  -0.59
C 13.481 11.083 10.524  -0.55
H 12.850 13.720 11.356  0.41
H 12.338 12.625 12.718  -0.11
H 11.145 13.369 11.678  0.37
H 13.360 9.977 10.486  0.29
H 14.156 11.322 11.325  -0.11
H 13.893 11.431 9.573  0.34
C 14.035 18.354 13.514  -1.09
C 13.253 17.555 14.521  0.86
O 12.277 16.864 14.204  -0.62
C 13.624 17.587 16.001  -0.46
H 13.893 18.016 12.515  0.36
H 15.127 18.334 13.749  0.05
H 13.689 19.419 13.609  0.41
H 14.690 17.429 16.084  -0.03
H 13.097 16.725 16.423  0.10
H 13.244 18.523 16.402  0.50
C 15.871 9.396 22.244  -0.86
C 15.572 10.781 21.805  0.64
O 16.079 11.272 20.809  -0.45
C 14.621 11.624 22.606  -1.25
H 16.021 9.206 23.301  0.36
H 16.808 9.208 21.711  0.03
H 15.088 8.725 21.839  0.32
H 14.871 11.662 23.670  0.42
H 13.566 11.270 22.531  0.32
H 14.784 12.628 22.274  0.25
C 20.500 12.779 12.527  -0.31
C 20.060 13.393 11.271  0.86
O 19.008 13.041 10.730  -0.42
C 20.965 14.384 10.577  -1.21
H 20.593 13.618 13.246  -0.10
H 21.525 12.322 12.431  0.67
H 19.805 11.991 12.865  -0.23
H 20.398 15.227 10.173  0.03
H 21.495 13.903 9.745  0.39
H 21.726 14.787 11.284  0.37
C 17.641 15.904 18.300  0.22
C 16.299 15.178 18.383  -0.04
O 15.262 15.722 18.100  -0.69
C 16.314 13.867 19.087  0.29
H 18.309 15.506 19.060  -0.35
H 17.386 16.955 18.441  0.64
H 17.987 15.696 17.244  -0.34
H 15.477 13.237 18.795  0.15
H 16.232 14.135 20.150  0.76
H 17.282 13.328 19.075  -0.67
C 19.935 6.258 13.508  -1.37
C 19.590 7.756 13.431  0.79
O 20.195 8.494 12.680  -0.34
C 18.488 8.227 14.374  -0.54
H 18.961 5.716 13.563  0.36
H 20.538 6.118 14.401  0.31
H 20.450 6.009 12.573  0.32
H 18.572 9.281 14.634  -0.44
H 18.364 7.564 15.227  0.47
H 17.512 8.130 13.900  0.54
C 19.587 8.090 9.903  -0.67
C 20.677 9.225 9.966  0.88
O 20.335 10.355 10.040  -0.49
C 22.102 8.719 9.810  -1.45
H 18.720 8.503 10.447  -0.21
H 19.998 7.164 10.338  0.26
H 19.292 8.011 8.860  0.43
H 22.357 8.189 10.740  0.28
H 22.837 9.485 9.519  0.34
H 22.179 8.012 9.004  0.41
C 14.306 11.925 16.663  -0.23
C 13.818 12.573 15.410  1.02
O 13.826 11.842 14.393  -0.80
C 13.066 13.854 15.371  -0.49
H 15.304 12.254 16.945  -0.47
H 14.408 10.854 16.578  0.26
H 13.722 12.162 17.550  0.28
H 12.708 14.097 14.405  0.21
H 13.654 14.664 15.766  -0.35
H 12.209 13.648 16.047  0.36
C 8.942 10.482 12.865  -0.71
C 8.645 9.014 12.967  0.75
O 8.035 8.471 13.827  -0.54
C 9.229 8.149 11.785  -1.00
H 8.657 10.854 11.896  0.35
H 10.001 10.710 12.994  -0.06
H 8.367 11.055 13.651  0.31
H 10.317 8.121 11.910  0.21
H 9.076 8.624 10.848  0.36
H 8.810 7.143 11.877  0.32
C 17.654 15.906 9.599  -1.62
C 17.517 15.845 11.087  0.96
O 18.408 16.173 11.856  -0.41
C 16.153 15.535 11.613  -0.35
H 16.845 16.420 9.104  0.49
H 17.650 14.908 9.160  0.25
H 18.606 16.354 9.344  0.35
H 15.491 15.063 10.849  0.37
H 15.779 16.513 11.867  0.17
H 16.139 14.932 12.534  -0.36
C 22.949 17.281 17.148  -0.52
C 22.692 17.558 18.618  0.67
O 23.633 17.761 19.365  -0.61
C 21.290 17.554 19.029  -0.71
H 22.858 18.210 16.575  0.38
H 22.223 16.540 16.840  -0.24
H 23.934 16.905 17.058  0.38
H 21.082 17.829 20.068  0.38
H 20.724 16.663 18.736  -0.17
H 20.759 18.328 18.445  0.42
C 17.969 16.988 14.698  -0.96
C 19.222 16.155 14.522  0.88
O 19.269 14.951 14.781  -0.22
C 20.494 16.881 13.969  -1.53
H 18.253 17.542 15.626  0.47
H 17.076 16.387 14.704  -0.39
H 17.901 17.730 13.953  0.68
H 20.448 17.878 14.371  0.47
H 20.496 16.959 12.906  0.28
H 21.418 16.384 14.285  0.29
C 11.562 13.944 19.621  -0.47
C 11.755 14.744 20.825  0.63
O 11.677 14.293 21.936  -0.59
C 12.127 16.219 20.634  -0.81
H 12.634 13.802 19.321  -0.20
H 11.061 14.435 18.802  0.40
H 11.159 12.945 19.870  0.35
H 13.098 16.388 21.134  0.24
H 11.372 16.814 21.225  0.34
H 12.232 16.530 19.600  0.14
C 20.180 15.044 22.134  -1.14
C 19.253 13.882 21.906  0.81
O 18.330 13.903 21.149  -0.26
C 19.606 12.634 22.787  -1.14
H 19.730 15.967 22.520  0.36
H 20.632 15.388 21.210  -0.01
H 20.941 14.720 22.840  0.44
H 20.262 12.034 22.197  0.25
H 18.694 12.057 22.962  0.14
H 20.125 12.800 23.724  0.50
C 22.248 10.554 15.241  -0.37
C 21.549 9.517 16.092  0.57
O 21.782 8.306 15.884  -0.67
C 20.714 9.962 17.252  0.47
H 23.272 10.330 14.959  0.57
H 22.176 11.549 15.671  -0.13
H 21.738 10.556 14.276  -0.27
H 20.459 11.027 17.194  -0.42
H 21.377 9.825 18.088  0.39
H 19.835 9.317 17.236  -0.28
C 18.225 12.547 15.854  0.49
C 17.217 13.148 14.874  0.63
O 16.358 13.951 15.179  0.02
C 17.181 12.453 13.531  -0.08
H 18.365 13.164 16.782  -1.16
H 19.163 12.359 15.322  0.09
H 17.888 11.554 16.138  0.50
H 18.006 12.721 12.873  -0.76
H 16.367 12.888 12.984  0.06
H 17.005 11.390 13.536  0.21
O 15.301 9.738 14.338  -0.25
H 15.229 9.264 13.487  0.16
H 14.633 10.485 14.354  0.27
O 23.299 13.174 18.057  -0.64
H 22.807 13.904 17.661  0.15
H 23.635 12.618 17.358  0.28
O 17.583 10.481 10.430  -0.60
H 17.261 11.390 10.412  0.21
H 18.557 10.563 10.504  0.28
O 18.527 10.965 19.352  1.43
H 18.139 10.368 18.649  -0.09
H 17.763 11.060 19.938  -0.07
O 19.068 8.509 20.669  -0.66
H 19.965 8.203 20.591  0.30
H 19.127 9.464 20.434  0.08
O 15.943 8.703 11.604  -0.53
H 16.002 7.816 11.205  0.31
H 16.671 9.205 11.245  0.42
O 20.955 14.243 17.109  0.64
H 20.516 13.881 17.879  0.18
H 20.335 14.540 16.455  -0.25
O 17.745 8.925 17.744  -0.59
H 17.814 8.482 18.606  0.24
H 16.800 8.846 17.409  0.16
O 14.964 8.065 16.624  -0.63
H 14.948 7.163 16.404  0.29
H 15.194 8.535 15.827  0.30
O 20.554 12.736 19.393  -0.69
H 19.884 12.077 19.429  -0.11
H 21.428 12.427 19.077  0.30

=====

Entry 2:
DFT (ωB97M-V with the def2-TZVPD basis set) results for a 8-piece molecular cluster, C48H120N8O16 overall.

Properties
energy above the lowest of the compared OMol25 structures with the same formula, charge and spin: 4.754 eV
largest force on an atom: 2.7 eV/A
electronic energy: -96387.9837 eV
frontier orbital gap: 8.3845 eV
HOMO: -7.87 eV
SMILES string: COCCNCCOC.COCCNCCOC.COCCNCCOC.COCCNCCOC.COCCNCCOC.COCCNCCOC.COCCNCCOC.COCCNCCOC

Last column: Mulliken charge in e.
Element x y z (Å)
C -10.748 2.360 0.700  -0.67
O -9.797 2.823 -0.179  -0.42
C -8.722 1.912 -0.322  -0.18
C -7.878 2.331 -1.493  -0.75
N -6.785 1.435 -1.639  0.03
C -6.245 1.583 -3.004  -0.77
C -4.849 1.004 -3.241  -0.62
O -3.776 1.880 -2.947  -0.40
C -2.656 1.402 -2.268  -0.44
H -10.403 2.091 1.697  0.27
H -11.354 1.541 0.272  0.27
H -11.497 3.152 0.851  0.31
H -9.151 0.909 -0.488  0.19
H -8.162 1.816 0.620  0.17
H -7.523 3.356 -1.319  0.33
H -8.532 2.293 -2.362  0.35
H -6.025 1.662 -1.000  0.31
H -6.156 2.658 -3.224  0.36
H -6.947 1.050 -3.644  0.41
H -4.822 0.854 -4.338  0.31
H -4.679 -0.009 -2.851  0.32
H -1.792 1.411 -2.965  0.22
H -2.717 0.337 -2.016  0.34
H -2.316 2.034 -1.446  0.08
C 5.084 -2.231 -2.962  -0.85
O 6.046 -1.734 -2.083  -0.33
C 5.699 -0.435 -1.624  1.81
C 6.788 0.100 -0.736  -1.12
N 8.089 0.284 -1.391  -0.49
C 8.047 1.402 -2.396  0.07
C 9.110 1.180 -3.415  -1.03
O 8.726 0.097 -4.196  -0.22
C 9.651 -0.156 -5.250  -0.83
H 5.108 -1.705 -3.930  0.31
H 4.061 -2.123 -2.576  0.17
H 5.301 -3.272 -3.167  0.38
H 4.778 -0.502 -1.002  -1.03
H 5.270 0.226 -2.399  0.12
H 6.952 -0.656 0.039  0.36
H 6.488 1.012 -0.216  0.36
H 8.144 -0.527 -2.022  0.37
H 8.148 2.402 -1.969  0.49
H 7.118 1.397 -2.999  -0.05
H 10.069 0.998 -2.907  0.39
H 9.204 2.084 -4.036  0.50
H 9.907 0.736 -5.846  0.30
H 9.274 -0.899 -5.943  0.23
H 10.601 -0.484 -4.787  0.32
C -4.320 -2.018 2.240  -0.74
O -3.123 -1.317 1.972  -0.15
C -2.027 -2.076 1.696  -0.60
C -0.929 -1.085 1.439  -0.77
N 0.304 -1.662 0.903  -0.30
C 1.208 -0.592 0.522  -0.24
C 2.632 -1.007 0.467  0.12
O 3.044 -1.442 1.710  -0.48
C 4.437 -1.752 1.748  -0.57
H -4.960 -1.418 2.893  -0.02
H -4.133 -3.004 2.675  0.35
H -4.918 -2.124 1.319  0.32
H -2.176 -2.790 0.878  0.42
H -1.775 -2.660 2.596  0.25
H -0.740 -0.573 2.407  0.29
H -1.273 -0.278 0.781  0.32
H 0.730 -2.231 1.629  0.35
H 1.058 0.247 1.238  0.24
H 1.011 -0.110 -0.447  -0.01
H 3.193 -0.084 0.249  0.01
H 2.825 -1.693 -0.366  0.17
H 4.610 -2.147 2.765  0.39
H 5.078 -0.849 1.827  0.23
H 4.783 -2.446 0.986  0.06
C -3.343 4.006 5.990  -0.70
O -3.872 2.887 5.315  -0.29
C -2.890 1.911 4.973  -0.74
C -3.674 0.700 4.494  -0.27
N -4.734 0.177 5.398  -0.16
C -4.135 -0.688 6.455  -0.50
C -3.571 -1.956 5.827  0.35
O -3.789 -3.062 6.676  -0.47
C -4.838 -3.854 6.259  -0.41
H -2.639 4.542 5.337  0.22
H -2.866 3.734 6.935  0.31
H -4.184 4.680 6.146  0.24
H -2.370 1.637 5.900  0.30
H -2.332 2.308 4.122  0.50
H -3.064 -0.117 4.084  -0.05
H -4.172 0.987 3.554  0.16
H -4.982 1.056 5.871  0.39
H -4.914 -1.021 7.131  0.47
H -3.316 -0.085 6.860  0.11
H -2.488 -1.807 5.682  0.31
H -3.858 -2.175 4.791  -0.30
H -4.795 -4.815 6.766  0.32
H -4.817 -4.090 5.186  0.17
H -5.771 -3.327 6.494  0.10
C -2.023 9.203 -2.379  -0.77
O -0.917 8.419 -1.949  -0.26
C -0.005 9.118 -1.221  -0.61
C 0.992 8.187 -0.598  -0.64
N 0.306 7.183 0.168  -0.24
C 1.156 6.354 0.940  -0.55
C 0.300 5.346 1.731  -0.57
O -0.520 4.538 0.907  -0.46
C 0.176 3.719 0.023  -0.12
H -2.479 9.763 -1.542  0.33
H -2.783 8.536 -2.780  0.24
H -1.754 9.955 -3.139  0.29
H -0.514 9.718 -0.445  0.35
H 0.581 9.895 -1.755  0.40
H 1.670 8.766 0.027  0.38
H 1.589 7.771 -1.432  0.27
H -0.303 6.649 -0.439  0.28
H 1.715 6.866 1.735  0.46
H 1.937 5.786 0.390  0.16
H -0.441 5.953 2.252  0.35
H 0.915 4.743 2.411  0.38
H 0.734 2.970 0.604  0.29
H 0.793 4.352 -0.628  0.21
H -0.452 3.163 -0.678  -0.15
C 5.501 -4.789 -0.755  -0.69
O 5.435 -6.087 -0.215  -0.34
C 6.166 -7.033 -0.964  -0.47
C 5.846 -8.396 -0.409  -0.65
N 6.431 -9.467 -1.143  -0.34
C 7.856 -9.560 -0.929  -0.39
C 8.387 -10.883 -1.472  -0.79
O 7.748 -12.028 -1.007  -0.36
C 8.145 -12.393 0.263  -0.71
H 4.684 -4.231 -0.299  0.18
H 5.224 -4.845 -1.817  0.35
H 6.458 -4.273 -0.647  0.35
H 7.242 -6.827 -0.756  0.23
H 6.110 -6.930 -2.058  0.36
H 4.758 -8.461 -0.345  0.42
H 6.220 -8.378 0.633  0.25
H 5.983 -10.334 -0.881  0.27
H 7.988 -9.554 0.173  0.31
H 8.387 -8.759 -1.438  0.33
H 9.491 -10.896 -1.448  0.43
H 8.238 -10.875 -2.566  0.37
H 9.239 -12.457 0.349  0.33
H 7.800 -13.420 0.410  0.27
H 7.759 -11.795 1.095  0.25
C -8.728 -0.880 6.076  -0.67
O -9.068 -1.465 4.855  -0.38
C -7.929 -1.737 4.081  -0.34
C -8.301 -1.490 2.630  0.70
N -9.369 -2.330 2.196  -0.15
C -9.976 -2.105 0.953  -0.76
C -9.012 -2.052 -0.169  -0.71
O -8.393 -0.793 -0.329  -0.17
C -7.006 -0.837 -0.529  -0.23
H -7.979 -1.487 6.592  0.19
H -9.647 -0.980 6.659  0.28
H -8.438 0.161 5.962  0.28
H -7.515 -2.743 4.178  0.40
H -7.221 -0.906 4.195  0.17
H -7.417 -1.466 1.978  -0.56
H -8.633 -0.429 2.647  -0.12
H -9.749 -3.006 2.816  0.27
H -10.597 -1.199 0.990  0.15
H -10.646 -2.939 0.737  0.53
H -9.579 -2.284 -1.094  0.45
H -8.328 -2.912 -0.106  0.37
H -6.734 -1.198 -1.536  0.26
H -6.543 -1.529 0.189  0.13
H -6.590 0.157 -0.395  0.02
C 7.045 4.466 -7.318  -0.76
O 6.819 4.640 -5.946  -0.34
C 5.784 3.833 -5.489  -0.54
C 5.605 4.101 -4.026  -0.25
N 4.377 3.408 -3.570  -0.36
C 4.352 3.239 -2.116  -0.50
C 2.997 2.705 -1.671  -0.76
O 2.828 1.364 -2.058  0.32
C 1.571 1.163 -2.687  -0.96
H 6.952 3.430 -7.643  0.32
H 8.024 4.879 -7.576  0.26
H 6.369 5.121 -7.897  0.30
H 6.006 2.764 -5.656  0.28
H 4.855 3.995 -6.052  0.39
H 5.479 5.157 -3.778  0.33
H 6.491 3.781 -3.452  0.01
H 4.348 2.468 -3.958  0.32
H 4.617 4.170 -1.628  0.65
H 5.035 2.406 -1.859  -0.20
H 2.171 3.327 -2.017  0.39
H 2.999 2.681 -0.570  0.28
H 1.405 1.899 -3.489  0.41
H 0.784 1.407 -1.953  0.03
H 1.460 0.164 -3.094  0.38